13
Properties=species:S:1:pos:R:3 method="wB97M-V/def2-TZVPD" gap_ev="8.2 / 7.3" homo_ha="-0.3412 / -0.3258"
O -4.3662 0.5371 1.3206
O -3.5027 1.9099 -0.1684
N -3.5262 0.9878 0.5955
N -1.0451 -0.4008 -0.4951
C 0.1783 0.1246 1.4135
C -0.8390 -0.5052 0.7641
C -0.4008 0.5549 -1.3794
H 0.6097 0.2948 -1.7088
H 0.4573 0.3437 2.4353
H -1.5029 -1.0712 1.3501
H -0.7957 0.6844 -2.4112
H -0.3379 1.5830 -0.9962
H 0.8669 0.5213 0.7449

100
Properties=species:S:1:pos:R:3 method="wB97M-V/def2-TZVPD" charge=+2 multiplicity=2 s_squared=0.801 gap_ev="6.2 / 5.0" homo_ha="-0.4635 / -0.4615"
Ru 0.3874 0.7231 -0.7773
S -2.7206 -1.5425 2.0868
P 1.2703 -1.7467 -0.8039
N -1.6059 -0.3948 -1.3318
N 1.6607 0.9634 -2.4315
N -0.4605 0.7778 1.0048
N -0.2194 3.0128 -1.4200
N 1.9432 1.6080 0.0726
N -0.2742 1.7641 1.9038
N 2.0121 2.2423 1.1548
C 0.6202 -3.1215 3.7257
C -5.0315 1.0623 4.0767
C 0.1990 -4.3944 4.0889
C -1.5841 -2.6454 2.8893
C 0.1124 3.6197 3.9210
C 5.3469 1.1985 -2.2533
C -4.5229 0.1819 3.1317
C -0.2697 -2.2463 3.1201
C 1.9724 2.1517 -4.5705
C -3.2581 0.4718 5.5844
C 0.3980 -3.2770 -0.2412
C -1.2868 2.0769 2.7620
C -2.6279 2.5682 -1.3110
C -0.3697 0.9911 -5.5129
C 1.5121 2.4374 -5.8456
C 2.1338 -2.3154 -2.3142
C 3.4986 -2.9227 0.5861
C 0.0818 0.7069 -4.2365
C -4.4013 1.2084 5.3057
C 1.1159 3.3218 3.0358
C -2.0082 -3.9173 3.2555
C 2.6282 -1.6753 0.4334
C -2.9513 1.4462 -2.3041
C 0.9291 2.4056 1.9941
C -1.5579 3.5054 -1.8385
C 1.2346 -2.6525 -3.4997
C -2.7280 -0.3960 4.6381
C 4.1014 0.9960 -2.8010
C 0.3508 1.8515 -6.3293
C -1.1212 2.9877 3.7664
C 2.9466 1.1658 -2.0118
C -1.0410 -3.5368 -0.6881
C 3.1307 1.5178 -0.6553
C -1.1106 -4.7908 3.8543
C 4.4029 1.7579 -0.1161
C -3.3644 -0.5377 3.4114
C -2.9861 0.0911 -1.6359
C 5.5031 1.5979 -0.9131
C 1.2753 1.2522 -3.7488
H -3.5399 0.1487 -0.6964
H -1.8381 -0.9671 4.8657
H -5.0330 0.0407 2.1859
H 2.0921 3.7811 3.0948
H -1.3039 -4.5742 -0.4833
H 0.4412 -3.2726 0.8497
H 0.8925 -5.0773 4.5609
H -2.7747 0.5659 6.5483
H -3.4930 -0.6451 -2.2612
H -1.5733 3.5226 -2.9282
H -3.0321 -4.2164 3.0738
H 0.0144 3.4547 -0.5343
H 4.1545 -3.0626 -0.2720
H 0.6962 -1.7794 -3.8643
H 2.8454 2.6665 -4.1929
H 6.4915 1.7536 -0.5050
H 0.4876 3.3342 -2.0766
H 2.6947 -3.2044 -2.0158
H -1.1911 -3.3745 -1.7560
H 1.0342 -4.0967 -0.5835
H 0.0445 -1.2492 2.8310
H -1.2859 0.5426 -5.8752
H 0.2748 4.3286 4.7203
H -1.7121 4.5303 -1.4980
H 0.0020 2.0766 -7.3276
H -3.9010 1.6435 -2.8017
H 3.2541 -0.8180 0.1797
H 1.8345 -3.0344 -4.3247
H 4.1361 -2.8186 1.4640
H -5.9396 1.6100 3.8626
H 4.0028 0.6576 -3.8227
H 6.2239 1.0331 -2.8651
H 1.6393 -2.8118 3.9201
H 2.0592 3.1381 -6.4622
H -3.5317 3.1118 -1.0358
H -1.9558 3.1952 4.4204
H -2.2102 1.5365 2.6070
H 2.8650 -1.5487 -2.5797
H -1.3108 0.2568 1.2123
H -1.4379 -5.7804 4.1428
H 2.1396 -1.4344 1.3836
H -1.7558 -2.9255 -0.1369
H 0.5105 -3.4277 -3.2463
H -4.8132 1.8751 6.0512
H 2.9091 -3.8292 0.7202
H -2.1907 1.4114 -3.0883
H -1.3128 -1.0052 -2.0876
H 4.4968 2.0363 0.9240
H -0.4679 0.0355 -3.5939
H -1.6638 -1.0100 -0.5254
H -2.2342 2.1264 -0.3894

69
Properties=species:S:1:pos:R:3 method="wB97M-V/def2-TZVPD" charge=+3 gap_ev="6.8 / 5.0" homo_ha="-0.6374 / -0.5988"
In 0.4168 -0.6016 -1.9765
S 0.5181 -1.3656 -4.4203
P 1.3773 -2.7510 -0.9078
P 1.8381 1.4485 0.3147
P -2.1518 -0.9898 -1.8906
O -0.3293 -1.1149 1.7496
C -1.5855 1.8669 -6.8061
C 2.4363 -3.6945 -2.0458
C -0.6507 4.2573 -2.4996
C -0.6830 -0.3748 -6.6360
C 0.5671 4.2785 -3.0629
C -1.1841 0.8275 2.8870
C -0.2237 -0.0972 -5.3268
C 3.0984 1.1273 -0.9314
C -1.3601 0.5995 -7.3652
C -0.4001 1.2060 -4.8075
C -1.0928 2.1702 -5.5291
C 0.0464 -3.9044 -0.4477
C -3.1174 0.4985 -2.3038
C -2.9084 -1.6167 -0.3584
C 2.5097 1.0435 1.9236
C -2.6786 -2.2001 -3.1461
C 2.3462 -2.5954 0.6224
C -0.6030 -0.5588 2.8250
C -0.3695 -1.2236 4.1533
C 1.3863 3.1789 0.2448
H 2.3031 3.7810 0.3280
H 0.0211 1.4456 -3.8271
H -2.1342 2.6259 -7.3637
H 0.6566 0.6401 0.1581
H -2.3012 -1.3307 0.5112
H -3.6128 0.8752 -1.3983
H 2.5799 -4.7089 -1.6455
H 2.7604 1.4550 -1.9252
H 1.9976 1.6261 2.7006
H -2.9741 -2.7126 -0.3957
H 3.3539 0.0578 -0.9782
H -3.6819 -1.9238 -3.4954
H 0.4905 -4.8902 -0.2444
H -2.7081 -3.2046 -2.7037
H -0.1407 -2.2811 4.0018
H -0.4900 -1.3603 -7.0535
H 3.4114 -3.1975 -2.1360
H 4.0046 1.6951 -0.6704
H -1.7141 0.3794 -8.3723
H 1.6928 -2.2527 1.4373
H -3.9193 -1.1940 -0.2613
H 0.8717 3.4474 -0.6892
H 0.4660 -0.7340 4.6717
H -1.4007 1.1954 1.8805
H 0.6995 4.0499 -4.1248
H 2.3726 -0.0226 2.1360
H -1.9837 -2.2003 -3.9951
H -2.4610 1.2794 -2.7068
H -3.8735 0.2477 -3.0612
H 2.7716 -3.5758 0.8832
H -1.2181 3.1649 -5.0946
H -0.6840 -4.0003 -1.2623
H 1.4723 4.5260 -2.4992
H 0.7339 3.4119 1.0990
H 3.1634 -1.8739 0.4910
H -1.5521 4.0735 -3.0967
H 3.5826 1.2807 1.9442
H -0.8164 4.5305 -1.4493
H 1.9772 -3.7484 -3.0405
H -0.4634 -3.5320 0.4506
H -2.1103 0.8032 3.4775
H -0.4800 1.5080 3.3878
H -1.2676 -1.1204 4.7745

ΔE to the lowest compared entry with this formula, charge and spin, record by record: 7.766, 0.112, 0.000 eV
F_max, record by record: 0.0617, 0.0415, 0.0229 Eh/bohr